{"formula": "C14H20N2O4", "method": "the ωB97M-V functional and the def2-TZVPD basis", "elements": ["C", "C", "C", "C", "C", "C", "C", "C", "C", "C", "C", "C", "C", "C", "H", "H", "H", "H", "H", "H", "H", "H", "H", "H", "H", "H", "H", "H", "H", "H", "H", "H", "H", "H", "N", "N", "O", "O", "O", "O"], "positions_angstrom": [[-0.635, -1.404, 1.292], [-0.389, 0.143, 1.483], [-0.809, -1.898, -0.127], [-1.690, -1.116, -1.257], [-1.110, -0.252, -2.205], [-3.031, -1.249, -1.231], [-1.893, 0.562, -3.056], [-3.808, -0.408, -1.952], [-3.274, 0.506, -2.834], [2.062, 0.049, 1.234], [2.924, -0.343, 2.419], [2.880, 0.960, 0.368], [2.426, 0.994, -1.146], [2.920, 2.311, 0.994], [-2.405, -2.672, 1.875], [-2.560, -1.034, 2.143], [0.184, -1.918, 1.715], [0.209, -1.922, -0.631], [-1.175, -2.920, -0.097], [0.108, -0.084, -2.286], [-3.154, -2.209, -0.660], [-1.387, 1.230, -3.696], [-4.808, -0.465, -2.155], [-4.879, 1.025, -3.473], [0.891, 1.615, 2.056], [1.746, -0.721, 0.608], [3.866, 0.553, 0.499], [1.906, 1.914, -1.281], [1.628, 0.198, -1.472], [3.252, 0.836, -1.920], [2.176, 3.135, 0.719], [3.852, 2.682, 0.648], [2.858, 2.290, 2.092], [1.380, -0.269, 3.303], [-1.900, -1.812, 2.089], [0.812, 0.555, 1.915], [-1.372, 0.891, 1.475], [-4.110, 1.527, -3.259], [4.137, -0.539, 2.367], [2.172, -0.741, 3.443]], "mulliken_charge": [0.6224, -0.0296, -1.6039, 0.6313, 0.0942, -0.5408, -0.9756, -0.5623, 0.7619, -0.1227, 0.1268, 0.7204, -1.0394, -1.8147, 0.2566, 0.2416, 0.4733, 0.4339, 0.7216, -0.1477, 0.2959, 0.4849, 0.3185, 0.2882, 0.2707, 0.4700, 0.5512, 0.4021, -0.0579, 0.2882, 0.3431, 0.4426, 0.4618, 0.5850, -0.7755, -0.2504, -0.6832, -0.5121, -0.6018, -0.5685], "smiles": "CC(C)[C@H](NC(=O)[C@@H](N)Cc1ccc(O)cc1)C(=O)O", "relative_energy_kcal_mol": 109.52, "gap_ev": 9.468, "multiplicity": 1, "homo_energy_ha": -0.3265}



{"formula": "C36H33N4O2TeTi", "method": "the ωB97M-V functional and the def2-TZVPD basis", "elements": ["Ti", "C", "O", "C", "N", "C", "C", "C", "C", "C", "C", "C", "C", "C", "C", "C", "C", "N", "C", "N", "C", "C", "O", "C", "C", "C", "C", "C", "C", "H", "H", "H", "H", "H", "H", "H", "H", "H", "H", "H", "H", "H", "H", "H", "H", "H", "H", "H", "C", "C", "C", "C", "N", "C", "C", "C", "C", "C", "C", "C", "H", "H", "H", "H", "H", "H", "H", "H", "C", "Te", "C", "H", "H", "H", "H", "H", "H"], "positions_angstrom": [[0.270, 0.891, 0.254], [-2.762, 3.467, -2.116], [-2.252, 4.168, -0.946], [-1.456, 3.311, -0.319], [-1.256, 2.156, -0.862], [-2.022, 2.110, -2.114], [-2.887, 0.873, -2.161], [-2.995, 0.141, -3.336], [-3.743, -1.029, -3.371], [-4.385, -1.476, -2.227], [-4.290, -0.744, -1.050], [-3.544, 0.425, -1.017], [-0.910, 3.592, 0.997], [-1.186, 4.676, 1.791], [-0.793, 4.643, 3.141], [-0.256, 3.474, 3.661], [-0.007, 2.406, 2.813], [-0.223, 2.501, 1.461], [0.337, 1.056, 3.171], [0.347, 0.133, 2.257], [0.784, -1.114, 2.878], [0.685, -0.779, 4.380], [0.606, 0.678, 4.420], [-0.037, -2.296, 2.425], [0.552, -3.551, 2.332], [-0.192, -4.651, 1.934], [-1.535, -4.505, 1.617], [-2.129, -3.254, 1.702], [-1.384, -2.156, 2.105], [-2.532, 4.082, -2.982], [-3.840, 3.370, -1.997], [-1.330, 2.066, -2.960], [-2.483, 0.478, -4.230], [-3.821, -1.591, -4.292], [-4.965, -2.389, -2.251], [-4.799, -1.080, -0.157], [-3.468, 0.987, -0.093], [-1.732, 5.521, 1.396], [-0.991, 5.489, 3.781], [-0.061, 3.378, 4.721], [1.828, -1.287, 2.589], [1.553, -1.074, 4.963], [-0.229, -1.167, 4.830], [1.605, -3.672, 2.561], [0.274, -5.625, 1.870], [-2.117, -5.363, 1.307], [-3.176, -3.131, 1.457], [-1.855, -1.180, 2.173], [-0.176, -3.015, -1.793], [1.094, -3.551, -1.631], [2.092, -2.785, -1.059], [1.816, -1.484, -0.635], [0.569, -0.985, -0.791], [-0.389, -1.723, -1.363], [2.820, -0.581, -0.009], [4.155, -0.984, 0.106], [5.090, -0.129, 0.661], [4.690, 1.130, 1.098], [3.367, 1.524, 0.976], [2.395, 0.693, 0.414], [-0.984, -3.579, -2.235], [1.307, -4.564, -1.945], [3.080, -3.197, -0.925], [-1.367, -1.262, -1.460], [4.484, -1.956, -0.236], [6.123, -0.437, 0.750], [5.417, 1.802, 1.537], [3.089, 2.514, 1.330], [0.882, 0.621, -3.915], [1.538, 2.056, -2.477], [3.583, 1.518, -2.602], [0.069, 0.026, -3.506], [1.726, -0.034, -4.120], [0.569, 1.107, -4.835], [3.924, 1.699, -3.617], [3.704, 0.476, -2.319], [4.136, 2.144, -1.907]], "mulliken_spin": [1.0896, -0.0012, 0.0171, 0.0234, 0.0065, 0.0129, 0.0112, -0.0055, 0.0008, -0.0003, 0.0114, 0.0005, 0.2374, -0.0858, 0.2130, -0.0954, 0.2654, 0.1852, 0.0807, 0.0033, 0.0332, -0.0033, 0.0261, 0.0019, 0.0012, 0.0012, -0.0003, 0.0107, 0.0144, 0.0017, 0.0009, -0.0105, -0.0004, 0.0000, -0.0001, 0.0000, -0.0088, -0.0069, 0.0128, -0.0062, -0.0089, 0.0022, 0.0024, -0.0005, 0.0002, -0.0001, 0.0003, -0.0061, -0.0123, 0.0103, -0.0089, 0.0320, -0.0651, 0.0550, 0.0331, -0.0013, 0.0057, -0.0038, 0.0201, -0.0577, 0.0000, 0.0000, 0.0000, -0.0169, -0.0002, 0.0004, 0.0002, 0.0010, 0.0027, -0.0228, 0.0004, 0.0014, 0.0007, -0.0006, -0.0009, -0.0003, 0.0002], "relative_energy_kcal_mol": 11.34, "total_charge": 1, "gap_ev": [6.023, 7.280], "multiplicity": 3, "homo_energy_ha": [-0.3200, -0.3784]}



{"formula": "C3H8NO2P", "method": "the ωB97M-V functional and the def2-TZVPD basis", "elements": ["C", "C", "C", "N", "O", "O", "P", "H", "H", "H", "H", "H", "H", "H", "H"], "positions_angstrom": [[0.896, 1.553, 0.010], [1.930, 1.586, 0.629], [-0.285, 1.432, -0.851], [-0.667, 0.035, -1.177], [-0.286, -0.715, 1.682], [-0.989, -2.546, 0.224], [0.314, -1.673, 0.496], [-0.032, 0.287, 1.621], [2.608, 1.797, 1.463], [-0.144, 2.138, -1.679], [-1.063, 1.872, -0.253], [-1.553, -0.153, -0.743], [-1.263, -2.684, -0.666], [-0.300, -0.277, -2.113], [0.835, -2.654, 1.357]], "mulliken_charge": [-0.5583, 0.2030, -0.7531, -0.4582, -0.4538, -0.4812, 0.3207, 0.3187, 0.3783, 0.3730, 0.3105, 0.2998, 0.3187, 0.2309, -0.0490], "smiles": "C#CCN.OPO", "relative_energy_kcal_mol": 71.27, "gap_ev": 8.285, "multiplicity": 1, "homo_energy_ha": -0.2804}



{"formula": "C13H38BrO11", "method": "the ωB97M-V functional and the def2-TZVPD basis", "elements": ["Br", "C", "C", "C", "O", "H", "H", "H", "H", "H", "H", "H", "H", "C", "C", "O", "O", "H", "H", "H", "H", "H", "H", "C", "C", "O", "O", "H", "H", "H", "H", "H", "H", "C", "C", "O", "O", "H", "H", "H", "H", "H", "H", "C", "C", "O", "O", "H", "H", "H", "H", "H", "H", "C", "C", "O", "O", "H", "H", "H", "H", "H", "H"], "positions_angstrom": [[9.472, 28.541, 1.924], [8.265, 27.984, 4.861], [9.602, 27.619, 5.296], [9.916, 26.200, 5.223], [10.513, 28.206, 4.341], [8.142, 29.056, 4.704], [7.476, 27.717, 5.564], [7.944, 27.475, 3.952], [9.835, 28.030, 6.278], [9.566, 25.777, 4.281], [9.481, 25.546, 5.979], [10.987, 26.001, 5.242], [10.065, 28.015, 3.514], [10.211, 25.270, 2.142], [8.691, 25.100, 2.256], [7.994, 26.178, 2.806], [10.521, 26.109, 1.040], [10.541, 24.268, 1.872], [10.741, 25.578, 3.044], [8.461, 24.271, 2.926], [8.425, 24.751, 1.258], [8.378, 26.983, 2.451], [10.389, 27.024, 1.300], [8.164, 30.433, -0.015], [8.183, 31.343, -1.266], [9.304, 31.161, -2.097], [9.105, 30.759, 0.916], [8.390, 29.396, -0.262], [7.176, 30.425, 0.446], [8.146, 32.376, -0.920], [7.377, 30.966, -1.895], [9.985, 31.760, -1.784], [9.193, 29.965, 1.450], [11.907, 30.113, 0.810], [13.162, 30.955, 0.799], [12.970, 32.284, 1.210], [11.356, 29.961, 2.035], [12.091, 29.123, 0.394], [11.264, 30.566, 0.055], [13.685, 30.881, -0.155], [13.841, 30.426, 1.467], [13.825, 32.719, 1.170], [10.638, 29.344, 1.875], [7.904, 27.230, -1.439], [7.626, 26.885, 0.050], [6.211, 26.857, 0.305], [7.631, 28.604, -1.608], [7.333, 26.626, -2.145], [8.963, 27.144, -1.679], [8.151, 27.574, 0.712], [7.968, 25.877, 0.281], [5.705, 26.791, -0.508], [8.496, 29.011, -1.697], [9.066, 31.034, 4.455], [8.556, 32.514, 4.410], [9.582, 33.471, 4.532], [9.675, 30.591, 3.229], [8.163, 30.441, 4.600], [9.727, 30.981, 5.320], [7.778, 32.813, 5.112], [8.195, 32.713, 3.401], [9.110, 34.296, 4.401], [9.597, 29.638, 3.145]], "mulliken_charge": [0.8243, -1.2704, 0.8234, -1.4378, -0.5004, -0.0782, 0.5328, 0.3401, 0.3978, 0.1373, 0.5118, 0.2988, 0.1878, -0.3162, -0.8398, -0.6479, -0.6395, 0.4993, 0.2706, 0.4227, 0.3935, -0.4038, 0.2419, 0.7885, -0.7647, -0.5977, -0.6046, -1.0395, 0.1677, 0.4229, 0.4348, 0.3195, -0.4365, 0.2021, -0.8886, -0.5022, -0.2920, 0.2805, -0.1482, 0.4224, 0.3416, 0.2779, 0.5059, -0.9185, 3.3693, -0.5330, -0.5058, 0.4693, 0.3310, -1.6260, -0.5412, 0.3768, 0.3400, -0.2852, -0.6362, -0.5207, -0.6752, 0.3214, 0.1827, 0.3484, 0.2194, 0.3211, 0.3244], "relative_energy_kcal_mol": 300.68, "total_charge": -1, "gap_ev": 8.223, "multiplicity": 1, "homo_energy_ha": -0.1915}



{"formula": "C21H39N3O24S3", "method": "the ωB97M-V functional and the def2-TZVPD basis", "elements": ["C", "N", "O", "O", "H", "H", "H", "C", "N", "O", "O", "H", "H", "H", "C", "N", "O", "O", "H", "H", "H", "O", "C", "O", "C", "C", "C", "H", "H", "H", "H", "H", "H", "O", "C", "O", "C", "C", "C", "H", "H", "H", "H", "H", "H", "O", "C", "O", "C", "C", "C", "H", "H", "H", "H", "H", "H", "C", "C", "O", "S", "O", "O", "O", "H", "H", "H", "H", "C", "C", "O", "S", "O", "O", "O", "H", "H", "H", "H", "C", "C", "O", "S", "O", "O", "O", "H", "H", "H", "H"], "positions_angstrom": [[7.973, 0.930, 4.598], [8.053, 1.265, 3.137], [8.933, 1.992, 2.775], [7.303, 0.609, 2.379], [8.264, -0.101, 4.797], [7.012, 1.184, 5.044], [8.725, 1.527, 5.115], [1.056, 0.104, -1.278], [0.531, 0.087, -2.679], [0.685, 1.179, -3.217], [-0.060, -0.863, -3.080], [0.535, 0.924, -0.783], [2.110, 0.325, -1.448], [0.762, -0.781, -0.714], [-5.697, 2.659, -5.135], [-5.388, 1.878, -3.858], [-4.884, 2.555, -2.967], [-5.939, 0.761, -3.737], [-6.299, 3.502, -4.795], [-6.197, 2.210, -5.994], [-4.775, 3.137, -5.466], [3.789, 10.410, 0.998], [2.935, 9.529, 0.960], [1.712, 9.885, 1.489], [0.700, 8.923, 1.192], [1.509, 7.712, 0.676], [2.934, 8.172, 0.282], [-0.001, 9.207, 0.408], [0.147, 8.851, 2.129], [0.987, 7.273, -0.174], [1.574, 6.966, 1.469], [3.005, 8.476, -0.762], [3.800, 7.575, 0.568], [-0.209, -10.901, -0.610], [-0.233, -9.932, -1.395], [-1.286, -9.097, -1.623], [-0.903, -7.960, -2.465], [0.176, -8.647, -3.210], [0.856, -9.579, -2.302], [-0.594, -7.097, -1.877], [-1.854, -7.612, -2.867], [0.916, -7.969, -3.635], [-0.347, -9.195, -3.994], [1.696, -9.010, -1.905], [1.169, -10.539, -2.711], [1.517, -8.200, 5.750], [1.970, -7.612, 4.828], [3.191, -7.868, 4.441], [3.725, -6.907, 3.546], [2.567, -5.805, 3.471], [1.344, -6.475, 4.139], [3.776, -7.408, 2.580], [4.696, -6.526, 3.862], [2.442, -5.332, 2.497], [2.943, -5.079, 4.191], [0.570, -6.835, 3.461], [0.876, -5.936, 4.963], [-6.414, 4.777, 3.222], [-4.945, 4.768, 3.549], [-4.780, 5.235, 4.861], [-6.164, 5.308, 5.750], [-6.488, 6.566, 6.505], [-6.311, 4.013, 6.454], [-7.098, 5.203, 4.347], [-6.807, 3.770, 3.083], [-6.664, 5.295, 2.296], [-4.505, 5.350, 2.739], [-4.489, 3.785, 3.428], [-5.724, -4.356, 6.199], [-6.410, -5.375, 5.180], [-5.954, -4.972, 3.879], [-5.387, -3.435, 3.817], [-6.522, -2.592, 3.461], [-4.133, -3.286, 3.125], [-5.089, -3.257, 5.474], [-4.876, -4.802, 6.718], [-6.411, -3.931, 6.930], [-7.499, -5.342, 5.220], [-6.047, -6.358, 5.479], [4.346, 5.125, -9.286], [5.274, 3.995, -9.594], [5.275, 3.887, -10.955], [4.997, 5.288, -11.737], [4.439, 5.057, -13.014], [6.262, 5.943, -11.777], [4.059, 5.872, -10.512], [4.981, 5.855, -8.784], [3.419, 4.840, -8.789], [4.696, 3.106, -9.344], [6.173, 4.129, -8.992]], "mulliken_charge": [-0.6957, 0.8037, -0.4806, -0.5008, 0.2808, 0.2718, 0.3206, -0.6585, 0.8469, -0.5186, -0.5076, 0.2710, 0.2639, 0.3030, -0.6688, 0.7354, -0.4743, -0.4660, 0.2853, 0.3067, 0.2813, -0.5887, 0.4575, -0.3421, -0.3022, -0.5032, -0.2987, 0.2052, 0.2805, 0.3375, 0.2423, 0.2046, 0.3073, -0.6164, 0.5605, -0.3577, -0.3520, -0.4765, -0.3072, 0.2201, 0.2617, 0.3644, 0.2266, 0.2450, 0.2313, -0.5837, 0.5187, -0.3499, -0.3853, -0.5565, -0.2635, 0.2531, 0.2901, 0.3750, 0.2252, 0.2563, 0.2209, -0.2491, -0.1960, -0.3284, 1.0728, -0.4971, -0.5017, -0.3647, 0.2443, 0.2858, 0.2667, 0.2674, -0.2802, -0.2132, -0.3118, 1.0940, -0.5221, -0.5099, -0.3373, 0.2475, 0.2742, 0.2843, 0.2743, -0.2730, -0.2414, -0.3397, 1.1252, -0.5088, -0.5370, -0.3161, 0.2613, 0.2654, 0.2931, 0.2709], "smiles": "C[N+](=O)[O-].C[N+](=O)[O-].C[N+](=O)[O-].O=S1(=O)OCCO1.O=S1(=O)OCCO1.O=S1(=O)OCCO1.O=C1CCCO1.O=C1CCCO1.O=C1CCCO1", "gap_ev": 9.879, "multiplicity": 1, "homo_energy_ha": -0.3758}



{"formula": "C14H23N5O4", "method": "the ωB97M-V functional and the def2-TZVPD basis", "elements": ["O", "O", "O", "N", "N", "O", "C", "C", "C", "C", "C", "C", "C", "N", "N", "N", "C", "C", "C", "C", "C", "C", "C", "H", "H", "H", "H", "H", "H", "H", "H", "H", "H", "H", "H", "H", "H", "H", "H", "H", "H", "H", "H", "H", "H", "H"], "positions_angstrom": [[-4.168, 0.428, -3.702], [0.901, -1.483, 4.293], [-0.848, 0.143, -0.848], [4.678, 1.951, 3.647], [4.905, -0.265, 4.405], [-3.101, 2.210, -2.041], [-3.318, 0.320, -4.574], [0.635, -0.744, 3.355], [-1.350, -0.189, -1.917], [5.371, 0.974, 4.238], [3.446, 1.676, 3.213], [3.668, -0.543, 3.982], [2.864, 0.420, 3.361], [1.549, 0.188, 2.883], [-1.778, -1.458, -2.002], [-2.015, 0.511, -4.364], [-3.723, -0.041, -5.983], [6.746, 1.290, 4.728], [-2.237, -2.254, -3.138], [-1.473, -2.125, 2.908], [-0.748, -0.789, 2.705], [-1.802, 2.235, -2.596], [-1.358, 0.842, -3.079], [-3.665, 1.639, -2.597], [2.879, 2.468, 2.735], [3.307, -1.557, 4.116], [1.175, 0.834, 2.191], [-1.721, -1.942, -1.119], [-1.414, 0.419, -5.166], [-3.237, -0.970, -6.276], [-4.804, -0.170, -6.017], [-3.433, 0.762, -6.659], [6.696, 2.058, 5.503], [7.359, 1.659, 3.902], [7.219, 0.398, 5.146], [-1.616, -2.071, -4.016], [-3.282, -2.029, -3.357], [-2.166, -3.313, -2.885], [-2.448, -2.104, 2.411], [-1.632, -2.321, 3.973], [-0.884, -2.946, 2.486], [-1.355, 0.021, 3.118], [-0.637, -0.611, 1.633], [-1.781, 2.933, -3.434], [-1.103, 2.592, -1.838], [-0.303, 0.954, -3.324]], "mulliken_charge": [-0.7236, -0.6374, -0.6786, -0.5792, -0.5346, -0.6016, 0.8745, 0.4878, 0.4550, 0.5249, -0.2867, -0.1005, 0.3533, -0.1485, -0.1227, -0.1371, -1.3039, -1.0247, -0.8404, -1.3146, 0.1255, -0.6525, -0.2660, 0.4373, 0.3639, 0.4808, 0.1837, 0.2421, 0.2583, 0.3496, 0.3357, 0.3801, 0.2551, 0.2709, 0.3170, 0.2714, 0.2221, 0.3793, 0.3864, 0.3414, 0.2982, 0.2843, -0.0150, 0.3313, 0.3884, 0.3691], "smiles": "CNC(=O)[C@H](CO)NC(C)=O.CCC(=O)Nc1cnc(C)nc1", "relative_energy_kcal_mol": 0.00, "gap_ev": 8.967, "multiplicity": 1, "homo_energy_ha": -0.3223}